ORCA calculation (wB97M-V/def2-TZVPD) on 12 unconnected molecules or ions with the total composition C22H68O22 at a distorted geometry.

Each atom is followed by the atoms it is bonded to, with distances in Å.
Cartesian coordinates (Å):
1 O 3.36 2.20 0.14  C2 1.415, H5 0.960
2 C 3.29 3.16 -0.90  O1 1.415, C3 1.477, H6 1.090, H7 1.090
3 C 2.03 2.91 -1.62  C2 1.477, O4 1.403, H8 1.090, H9 1.090
4 O 0.90 3.60 -1.14  C3 1.403, H10 0.960
5 H 2.73 2.55 0.77  O1 0.960
6 H 3.47 4.06 -0.31  C2 1.090
7 H 4.13 3.05 -1.59  C2 1.090
8 H 1.78 1.88 -1.87  C3 1.090
9 H 2.17 3.35 -2.60  C3 1.090
10 H 0.16 3.33 -1.69  O4 0.960
11 O 3.16 0.38 -3.32  C12 1.405, H15 0.960
12 C 3.14 -0.57 -2.28  O11 1.405, C13 1.549, H16 1.090, H17 1.090
13 C 1.97 -1.58 -2.43  C12 1.549, O14 1.441, H18 1.090, H19 1.090
14 O 2.54 -2.61 -3.25  C13 1.441, H20 0.960
15 H 3.83 0.09 -3.94  O11 0.960
16 H 4.04 -1.14 -2.09  C12 1.090
17 H 3.00 -0.08 -1.31  C12 1.090
18 H 1.05 -1.14 -2.82  C13 1.090
19 H 1.66 -2.04 -1.50  C13 1.090
20 H 3.24 -2.99 -2.72  O14 0.960
21 O -1.27 0.72 4.67  C22 1.365, H25 0.960
22 C -2.51 0.18 4.49  O21 1.365, C23 1.519, H26 1.090, H27 1.090
23 C -3.50 0.63 5.55  C22 1.519, O24 1.370, H28 1.090, H29 1.090
24 O -4.03 1.87 5.32  C23 1.370, H30 0.960
25 H -1.31 1.68 4.70  O21 0.960
26 H -2.86 0.41 3.49  C22 1.090
27 H -2.29 -0.89 4.44  C22 1.090
28 H -3.02 0.61 6.53  C23 1.090
29 H -4.39 0.01 5.43  C23 1.090
30 H -3.29 2.47 5.16  O24 0.960
31 O -2.06 0.64 -6.04  C32 1.423, H35 0.960
32 C -0.64 0.55 -6.10  O31 1.423, C33 1.471, H36 1.090, H37 1.090
33 C -0.08 0.52 -4.74  C32 1.471, O34 1.426, H38 1.090, H39 1.090
34 O -0.12 1.86 -4.25  C33 1.426, H40 0.960
35 H -2.37 0.73 -6.95  O31 0.960
36 H -0.46 -0.37 -6.65  C32 1.090
37 H -0.26 1.39 -6.69  C32 1.090
38 H 0.97 0.24 -4.63  C33 1.090
39 H -0.57 -0.19 -4.07  C33 1.090
40 H 0.62 2.37 -4.59  O34 0.960
41 O -5.10 -2.37 1.73  C42 1.380, H45 0.960
42 C -4.08 -2.55 0.82  O41 1.380, C43 1.490, H46 1.090, H47 1.090
43 C -4.43 -1.83 -0.43  C42 1.490, O44 1.401, H48 1.090, H49 1.090
44 O -4.44 -0.46 -0.15  C43 1.401, H50 0.960
45 H -5.34 -1.44 1.76  O41 0.960
46 H -3.14 -2.17 1.23  C42 1.090
47 H -4.02 -3.62 0.58  C42 1.090
48 H -5.41 -2.15 -0.79  C43 1.090
49 H -3.69 -2.19 -1.15  C43 1.090
50 H -3.52 -0.27 0.06  O44 0.960
51 O -2.91 -3.83 -2.69  C52 1.426, H55 0.960
52 C -1.79 -3.31 -3.39  O51 1.426, C53 1.584, H56 1.090, H57 1.090
53 C -0.81 -4.46 -3.88  C52 1.584, O54 1.364, H58 1.090, H59 1.090
54 O -1.46 -5.05 -4.93  C53 1.364, H60 0.960
55 H -3.47 -4.34 -3.27  O51 0.960
56 H -1.95 -2.63 -4.22  C52 1.090
57 H -1.18 -2.82 -2.62  C52 1.090
58 H -0.63 -5.10 -3.02  C53 1.090
59 H 0.09 -3.97 -4.24  C53 1.090
60 H -0.93 -5.76 -5.31  O54 0.960
61 O 3.85 5.25 4.07  C62 1.439, H65 0.960
62 C 3.00 4.98 2.95  O61 1.439, C63 1.509, H66 1.090, H67 1.090
63 C 2.49 3.56 2.92  C62 1.509, O64 1.405, H68 1.090, H69 1.090
64 O 1.48 3.42 1.95  C63 1.405, H70 0.960
65 H 4.37 6.02 3.84  O61 0.960
66 H 2.15 5.63 3.19  C62 1.090
67 H 3.48 5.24 2.01  C62 1.090
68 H 2.05 3.22 3.86  C63 1.090
69 H 3.34 2.91 2.75  C63 1.090
70 H 0.63 3.69 2.31  O64 0.960
71 O 4.38 -3.52 -0.94  C72 1.479, H75 0.960
72 C 3.65 -4.38 0.01  O71 1.479, C73 1.647, H76 1.090, H77 1.090
73 C 2.66 -3.55 1.03  C72 1.647, O74 1.380, H78 1.090, H79 1.090
74 O 1.72 -4.30 1.71  C73 1.380, H80 0.960
75 H 5.32 -3.51 -0.76  O71 0.960
76 H 3.13 -5.23 -0.44  C72 1.090
77 H 4.40 -4.84 0.65  C72 1.090
78 H 2.05 -2.78 0.56  C73 1.090
79 H 3.21 -2.87 1.69  C73 1.090
80 H 1.17 -3.75 2.27  O74 0.960
81 O 0.64 -2.05 3.69  C82 1.411, H85 0.960
82 C 1.99 -1.90 4.07  O81 1.411, C83 1.571, H86 1.090, H87 1.090
83 C 2.18 -0.97 5.33  C82 1.571, O84 1.435, H88 1.090, H89 1.090
84 O 1.50 0.27 5.08  C83 1.435, H90 0.960
85 H 0.16 -1.30 4.04  O81 0.960
86 H 2.45 -2.87 4.22  C82 1.090
87 H 2.50 -1.39 3.26  C82 1.090
88 H 3.24 -0.86 5.59  C83 1.090
89 H 1.73 -1.28 6.27  C83 1.090
90 H 0.54 0.17 5.03  O84 0.960
91 O -2.15 0.67 -0.24  C92 1.366, H95 0.960
92 C -0.86 0.26 -0.37  O91 1.366, C93 1.513, H96 1.090, H97 1.090
93 C -0.20 -0.25 0.89  C92 1.513, O94 1.329, H98 1.090, H99 1.090
94 O 1.10 -0.08 0.69  C93 1.329, H100 0.960
95 H -2.52 1.00 -1.07  O91 0.960
96 H -0.99 -0.48 -1.17  C92 1.090
97 H -0.22 1.01 -0.84  C92 1.090
98 H -0.46 -1.29 1.11  C93 1.090
99 H -0.53 0.34 1.75  C93 1.090
100 H 1.37 0.84 0.79  O94 0.960
101 C -3.42 0.74 -3.24  O102 1.459, H103 1.090, H104 1.090, H105 1.090
102 O -2.52 1.80 -2.80  C101 1.459, H106 0.960
103 H -3.97 0.98 -4.16  C101 1.090
104 H -2.80 -0.13 -3.43  C101 1.090
105 H -4.24 0.55 -2.55  C101 1.090
106 H -1.94 2.13 -3.49  O102 0.960
107 C -1.86 3.89 1.73  O108 1.417, H109 1.090, H110 1.090, H111 1.090
108 O -1.33 4.81 2.66  C107 1.417, H112 0.960
109 H -1.11 3.23 1.30  C107 1.090
110 H -2.68 3.32 2.17  C107 1.090
111 H -2.36 4.42 0.91  C107 1.090
112 H -1.76 5.66 2.51  O108 0.960

Output
Energy in eV: -68952.9030
Structure (SMILES): OCCO.OCCO.OCCO.OCCO.OCCO.OCCO.OCCO.OCCO.OCCO.OCCO.CO.CO
Lowest unoccupied orbital energy in eV: 0.35
Net charge: 0
Energy relative to the best compared isomer or geometry (same formula, charge and spin) in kJ/mol: 317.87
Gap between HOMO and LUMO in hartree: 0.3497
M in g/mol: 684.764

ORCA calculation (wB97M-V/def2-TZVPD) on 12 unconnected molecules or ions with the total composition C22H71N3O12 at a distorted geometry.

Each atom is followed by the atoms it is bonded to, with distances in Å.
Cartesian coordinates (Å):
1 C -6.95 2.23 2.66  C2 1.568, H4 1.090, H5 1.090, H6 1.090
2 C -5.48 2.32 2.12  C1 1.568, O3 1.386, H7 1.090, H8 1.090
3 O -5.70 3.26 1.13  C2 1.386, H9 0.960
4 H -7.27 1.24 2.96  C1 1.090
5 H -7.77 2.49 1.99  C1 1.090
6 H -7.04 2.95 3.48  C1 1.090
7 H -5.09 1.39 1.70  C2 1.090
8 H -4.72 2.59 2.85  C2 1.090
9 H -5.93 4.11 1.51  O3 0.960
10 C -5.99 -0.49 5.48  C11 1.495, H13 1.090, H14 1.090, H15 1.090
11 C -4.58 -0.98 5.55  C10 1.495, O12 1.363, H16 1.090, H17 1.090
12 O -4.51 -2.18 4.90  C11 1.363, H18 0.960
13 H -6.25 -0.64 4.43  C10 1.090
14 H -6.21 0.54 5.73  C10 1.090
15 H -6.59 -1.12 6.14  C10 1.090
16 H -4.28 -1.04 6.60  C11 1.090
17 H -3.98 -0.31 4.94  C11 1.090
18 H -5.11 -2.13 4.15  O12 0.960
19 C 1.85 -3.03 -4.62  C20 1.485, H22 1.090, H23 1.090, H24 1.090
20 C 3.31 -2.88 -4.86  C19 1.485, O21 1.439, H25 1.090, H26 1.090
21 O 4.01 -4.12 -4.67  C20 1.439, H27 0.960
22 H 1.69 -3.57 -3.69  C19 1.090
23 H 1.36 -3.61 -5.40  C19 1.090
24 H 1.29 -2.09 -4.68  C19 1.090
25 H 3.83 -2.15 -4.24  C20 1.090
26 H 3.48 -2.57 -5.90  C20 1.090
27 H 4.06 -4.28 -3.72  O21 0.960
28 C 5.06 -1.07 -1.37  C29 1.518, H31 1.090, H32 1.090, H33 1.090
29 C 4.91 -1.60 0.05  C28 1.518, O30 1.391, H34 1.090, H35 1.090
30 O 5.05 -2.98 0.04  C29 1.391, H36 0.960
31 H 4.36 -1.53 -2.08  C28 1.090
32 H 6.06 -1.16 -1.78  C28 1.090
33 H 4.83 -0.01 -1.46  C28 1.090
34 H 3.92 -1.43 0.48  C29 1.090
35 H 5.62 -1.16 0.74  C29 1.090
36 H 5.54 -3.22 0.83  O30 0.960
37 C 2.08 -4.14 1.73  C38 1.532, H40 1.090, H41 1.090, H42 1.090
38 C 2.75 -4.33 3.10  C37 1.532, O39 1.464, H43 1.090, H44 1.090
39 O 3.49 -3.11 3.40  C38 1.464, H45 0.960
40 H 1.66 -5.10 1.42  C37 1.090
41 H 2.73 -3.82 0.93  C37 1.090
42 H 1.18 -3.52 1.77  C37 1.090
43 H 3.51 -5.10 3.18  C38 1.090
44 H 1.95 -4.46 3.83  C38 1.090
45 H 2.96 -2.34 3.61  O39 0.960
46 O 0.02 2.49 2.71  H47 0.957, H48 0.957
47 H -0.78 2.94 2.44  O46 0.957
48 H -0.11 1.58 2.46  O46 0.957
49 O -5.90 -2.23 2.27  H50 0.957, H51 0.957
50 H -5.25 -2.14 1.58  O49 0.957
51 H -6.64 -1.70 1.97  O49 0.957
52 O 2.07 -1.10 4.38  H53 0.957, H54 0.957
53 H 2.45 -0.23 4.26  O52 0.957
54 H 1.42 -0.99 5.07  O52 0.957
55 O 2.44 1.69 3.77  H56 0.957, H57 0.957
56 H 2.78 2.38 4.35  O55 0.957
57 H 1.58 2.01 3.49  O55 0.957
58 C -1.08 0.25 -3.77  C59 1.502, H64 1.090, H65 1.090, H66 1.090
59 C -1.23 1.71 -3.47  C58 1.502, C60 1.552, N63 1.421, H67 1.090
60 C -0.75 2.55 -4.69  C59 1.552, O61 1.406, H68 1.090, H69 1.090
61 O -0.53 3.86 -4.25  C60 1.406, C62 1.473
62 C -0.24 4.73 -5.40  O61 1.473, H70 1.090, H71 1.090, H72 1.090
63 N -2.55 1.90 -2.99  C59 1.421, H73 1.010, H74 1.010
64 H -1.46 0.13 -4.79  C58 1.090
65 H -1.49 -0.46 -3.05  C58 1.090
66 H -0.01 0.03 -3.77  C58 1.090
67 H -0.51 1.85 -2.66  C59 1.090
68 H -1.54 2.53 -5.45  C60 1.090
69 H 0.22 2.25 -5.09  C60 1.090
70 H -0.01 5.70 -4.95  C62 1.090
71 H -1.11 4.91 -6.04  C62 1.090
72 H 0.62 4.38 -5.97  C62 1.090
73 H -2.64 2.77 -2.48  N63 1.010
74 H -2.83 1.12 -2.41  N63 1.010
75 C -2.42 -0.88 2.04  C76 1.574, H81 1.090, H82 1.090, H83 1.090
76 C -0.95 -0.92 1.50  C75 1.574, C77 1.517, N80 1.450, H84 1.090
77 C -0.97 -0.33 0.10  C76 1.517, O78 1.443, H85 1.090, H86 1.090
78 O 0.31 -0.21 -0.55  C77 1.443, C79 1.431
79 C 0.96 -1.45 -0.86  O78 1.431, H87 1.090, H88 1.090, H89 1.090
80 N -0.02 -0.14 2.29  C76 1.450, H90 1.010, H91 1.010
81 H -2.93 -1.73 1.58  C75 1.090
82 H -3.00 0.00 1.75  C75 1.090
83 H -2.56 -0.99 3.11  C75 1.090
84 H -0.54 -1.93 1.42  C76 1.090
85 H -1.38 0.67 0.19  C77 1.090
86 H -1.68 -0.88 -0.51  C77 1.090
87 H 1.91 -1.28 -1.37  C79 1.090
88 H 0.35 -2.05 -1.54  C79 1.090
89 H 1.17 -1.95 0.08  C79 1.090
90 H 0.10 -0.58 3.19  N80 1.010
91 H 0.90 -0.10 1.86  N80 1.010
92 C 2.99 1.93 0.23  C93 1.532, H98 1.090, H99 1.090, H100 1.090
93 C 2.19 2.69 -0.84  C92 1.532, C94 1.619, N97 1.444, H101 1.090
94 C 2.27 2.00 -2.30  C93 1.619, O95 1.399, H102 1.090, H103 1.090
95 O 3.62 1.72 -2.55  C94 1.399, C96 1.402
96 C 3.84 1.39 -3.90  O95 1.402, H104 1.090, H105 1.090, H106 1.090
97 N 0.84 2.81 -0.33  C93 1.444, H107 1.010, H108 1.010
98 H 4.00 1.78 -0.14  C92 1.090
99 H 2.52 0.95 0.33  C92 1.090
100 H 3.08 2.42 1.20  C92 1.090
101 H 2.72 3.63 -0.95  C93 1.090
102 H 1.75 2.68 -2.96  C94 1.090
103 H 1.74 1.05 -2.23  C94 1.090
104 H 4.74 0.78 -3.84  C96 1.090
105 H 4.04 2.32 -4.44  C96 1.090
106 H 3.05 0.86 -4.42  C96 1.090
107 H 0.37 1.92 -0.25  N97 1.010
108 H 0.90 3.06 0.64  N97 1.010

Output
Energy in eV: -52993.3340
Expectation value of S²: 0.7544
Lowest unoccupied orbital energy (alpha / beta) in eV: -2.49 / -7.81
Spin multiplicity: 2
Net charge: +1
Gap between HOMO and LUMO (alpha / beta) in hartree: 0.3325 / 0.1367
M in g/mol: 569.819